No. 1
52
Properties=species:S:1:pos:R:3 method="wB97M-V/def2-TZVPD" orbital_gap_ev=10.01 spin_multiplicity=1 lumo_energy_ev=0.51
O -0.912 0.625 -2.459
C 0.095 1.244 -2.699
O 0.343 2.396 -1.980
C 1.081 3.384 -2.722
C 1.753 4.346 -1.659
C 2.667 3.545 -0.625
C 1.970 3.296 0.772
C 2.764 3.848 2.017
O 2.362 3.060 3.170
C 0.245 4.208 -3.778
C -1.316 4.209 -3.564
C -2.121 3.564 -4.746
O -2.476 2.412 -4.773
O -2.494 4.381 -5.831
H 0.791 0.798 -3.459
H 1.944 2.913 -3.280
H 0.904 4.828 -1.088
H 2.358 5.150 -2.155
H 3.688 4.015 -0.544
H 2.856 2.524 -1.073
H 0.973 3.812 0.764
H 1.796 2.201 0.938
H 3.878 3.742 1.944
H 2.483 4.907 2.239
H 2.607 2.135 3.005
H 0.585 5.279 -3.683
H 0.554 3.911 -4.821
H -1.676 3.715 -2.631
H -1.653 5.283 -3.495
H -3.442 4.211 -5.992
O 0.868 -2.817 2.415
S -0.465 -2.782 1.915
O -1.579 -3.199 2.691
O -0.493 -3.560 0.500
C -0.960 -2.682 -0.527
C -0.556 -1.291 -0.077
O -0.754 -1.292 1.337
H -2.047 -2.778 -0.590
H -0.518 -2.949 -1.486
H -1.151 -0.513 -0.548
H 0.505 -1.106 -0.271
O -1.552 -4.707 3.818
S -1.299 -6.000 3.294
O -0.956 -6.217 1.932
O -2.547 -6.961 3.673
C -2.082 -8.080 4.428
C -0.844 -7.585 5.154
O -0.187 -6.729 4.220
H -1.834 -8.883 3.729
H -2.855 -8.423 5.114
H -0.188 -8.399 5.457
H -1.112 -6.988 6.031



No. 2
39
Properties=species:S:1:pos:R:3 method="wB97M-V/def2-TZVPD" orbital_gap_ev=10.95 spin_multiplicity=1 relative_energy_kcal_mol=1.9 lumo_energy_ev=0.80
C 2.295 1.093 1.715
C 3.293 -0.054 1.530
C 3.284 -0.730 0.147
C 2.451 -2.018 0.057
C 0.984 -1.903 -0.382
C 0.697 -1.016 -1.600
C 0.478 0.478 -1.303
C -0.787 1.088 -1.941
C -1.622 1.909 -0.959
C -2.222 1.067 0.147
C -2.854 -0.271 -0.217
C -3.639 -0.520 1.069
C -4.189 0.870 1.317
O -5.195 1.201 1.863
O -3.330 1.773 0.768
H 2.629 1.780 2.493
H 2.178 1.666 0.794
H 1.308 0.735 2.014
H 3.098 -0.817 2.288
H 4.295 0.328 1.723
H 4.314 -0.989 -0.104
H 2.968 -0.010 -0.612
H 2.945 -2.727 -0.611
H 2.470 -2.483 1.046
H 0.355 -1.585 0.457
H 0.650 -2.914 -0.631
H -0.209 -1.401 -2.075
H 1.495 -1.148 -2.337
H 0.431 0.612 -0.221
H 1.344 1.053 -1.633
H -0.505 1.748 -2.762
H -1.403 0.296 -2.372
H -2.417 2.441 -1.485
H -0.984 2.671 -0.505
H -1.481 0.902 0.938
H -3.588 -0.067 -1.004
H -2.172 -1.051 -0.542
H -4.416 -1.276 1.037
H -2.948 -0.732 1.892



Copy entry 1 word for word.
52
Properties=species:S:1:pos:R:3 method="wB97M-V/def2-TZVPD" orbital_gap_ev=10.01 spin_multiplicity=1 lumo_energy_ev=0.51
O -0.912 0.625 -2.459
C 0.095 1.244 -2.699
O 0.343 2.396 -1.980
C 1.081 3.384 -2.722
C 1.753 4.346 -1.659
C 2.667 3.545 -0.625
C 1.970 3.296 0.772
C 2.764 3.848 2.017
O 2.362 3.060 3.170
C 0.245 4.208 -3.778
C -1.316 4.209 -3.564
C -2.121 3.564 -4.746
O -2.476 2.412 -4.773
O -2.494 4.381 -5.831
H 0.791 0.798 -3.459
H 1.944 2.913 -3.280
H 0.904 4.828 -1.088
H 2.358 5.150 -2.155
H 3.688 4.015 -0.544
H 2.856 2.524 -1.073
H 0.973 3.812 0.764
H 1.796 2.201 0.938
H 3.878 3.742 1.944
H 2.483 4.907 2.239
H 2.607 2.135 3.005
H 0.585 5.279 -3.683
H 0.554 3.911 -4.821
H -1.676 3.715 -2.631
H -1.653 5.283 -3.495
H -3.442 4.211 -5.992
O 0.868 -2.817 2.415
S -0.465 -2.782 1.915
O -1.579 -3.199 2.691
O -0.493 -3.560 0.500
C -0.960 -2.682 -0.527
C -0.556 -1.291 -0.077
O -0.754 -1.292 1.337
H -2.047 -2.778 -0.590
H -0.518 -2.949 -1.486
H -1.151 -0.513 -0.548
H 0.505 -1.106 -0.271
O -1.552 -4.707 3.818
S -1.299 -6.000 3.294
O -0.956 -6.217 1.932
O -2.547 -6.961 3.673
C -2.082 -8.080 4.428
C -0.844 -7.585 5.154
O -0.187 -6.729 4.220
H -1.834 -8.883 3.729
H -2.855 -8.423 5.114
H -0.188 -8.399 5.457
H -1.112 -6.988 6.031